Entry 1:
Below is C42H71N6OPtSiTe as an isolated structure in a non-equilibrium geometry, with properties calculated with wB97M-V/def2-TZVPD.

Its HOMO-LUMO gap (alpha / beta) is 6.73 / 5.53 eV. As for the energy above the lowest of the compared OMol25 structures with the same formula, charge and spin: 2.278 eV. Its LUMO energy (alpha / beta) is -0.1 / -0.9 eV. For the total energy, the calculation gives -2723.460281 Eh. Its charge is 0. The HOMO energy (alpha / beta) is -6.79 / -6.39 eV. The expectation value of S² is 1.1164. The spin multiplicity is 2.

Atoms and positions in Å:
1 Pt 0.130 0.043 -0.310
2 N 0.243 0.277 2.200
3 C 1.536 0.149 2.841
4 C 2.349 -0.909 2.094
5 N 2.527 -0.499 0.709
6 H -0.287 1.064 2.554
7 H -0.292 -0.575 2.332
8 H 1.461 -0.136 3.904
9 H 2.054 1.111 2.786
10 H 1.784 -1.841 2.090
11 H 3.304 -1.070 2.616
12 H 2.729 -1.303 0.125
13 H 3.276 0.178 0.618
14 C 1.082 -1.957 -4.808
15 C 0.566 -1.769 -3.381
16 C -0.898 -2.199 -3.391
17 C 1.301 -2.752 -2.464
18 Si 0.752 0.086 -2.618
19 C 2.589 0.724 -3.143
20 C 2.989 1.932 -2.295
21 C 3.658 -0.338 -2.889
22 C 2.669 1.119 -4.618
23 C -0.581 1.351 -3.439
24 C -0.900 1.088 -4.909
25 C -0.173 2.816 -3.272
26 C -1.868 1.189 -2.633
27 H 0.868 -2.973 -5.146
28 H 2.155 -1.813 -4.876
29 H 0.592 -1.272 -5.493
30 H -0.977 -3.260 -3.634
31 H -1.474 -1.655 -4.131
32 H -1.334 -2.038 -2.412
33 H 1.112 -3.780 -2.781
34 H 0.965 -2.650 -1.437
35 H 2.373 -2.598 -2.481
36 H 3.025 1.644 -1.249
37 H 2.284 2.746 -2.408
38 H 3.978 2.297 -2.588
39 H 3.601 -0.713 -1.872
40 H 4.655 0.082 -3.039
41 H 3.557 -1.174 -3.573
42 H 2.023 1.963 -4.837
43 H 2.378 0.293 -5.257
44 H 3.689 1.406 -4.881
45 H -0.017 1.152 -5.535
46 H -1.624 1.817 -5.278
47 H -1.339 0.105 -5.030
48 H 0.674 3.086 -3.895
49 H 0.076 3.005 -2.232
50 H -1.001 3.472 -3.548
51 H -2.143 0.144 -2.544
52 H -2.687 1.747 -3.089
53 H -1.707 1.560 -1.626
54 C -9.125 -2.020 -5.238
55 C -7.951 -1.926 -4.304
56 C -6.825 -1.205 -4.653
57 C -5.710 -1.152 -3.825
58 C -4.517 -0.391 -4.311
59 C -5.723 -1.804 -2.596
60 Te -3.844 -1.972 -1.311
61 N -1.865 -1.336 -0.307
62 C -1.198 -2.299 0.245
63 O 0.015 -2.151 0.579
64 C -1.806 -3.620 0.597
65 C -2.078 -4.584 -0.365
66 C -2.615 -5.804 0.010
67 C -2.873 -6.072 1.345
68 C -2.570 -5.126 2.309
69 C -2.029 -3.909 1.936
70 C -4.800 -1.135 0.387
71 C -4.781 -1.869 1.562
72 C -5.313 -1.353 2.730
73 C -5.856 -0.080 2.728
74 C -5.882 0.651 1.553
75 C -5.377 0.131 0.369
76 C -5.477 0.899 -0.908
77 C -6.854 -2.531 -2.224
78 C -6.919 -3.268 -0.919
79 C -7.945 -2.584 -3.083
80 H -9.016 -1.315 -6.061
81 H -10.058 -1.808 -4.718
82 H -9.201 -3.022 -5.664
83 H -6.791 -0.690 -5.603
84 H -4.194 -0.774 -5.278
85 H -3.704 -0.502 -3.599
86 H -4.748 0.667 -4.432
87 H -1.844 -4.385 -1.401
88 H -2.827 -6.550 -0.740
89 H -3.298 -7.023 1.632
90 H -2.754 -5.337 3.354
91 H -1.779 -3.170 2.685
92 H -4.346 -2.858 1.560
93 H -5.304 -1.944 3.633
94 H -6.261 0.341 3.637
95 H -6.305 1.647 1.551
96 H -5.740 1.939 -0.728
97 H -6.249 0.451 -1.537
98 H -4.531 0.836 -1.448
99 H -5.962 -3.749 -0.700
100 H -7.696 -4.029 -0.946
101 H -7.144 -2.577 -0.105
102 H -8.808 -3.172 -2.797
103 C 1.580 3.168 0.619
104 N 0.443 4.014 0.328
105 C 0.721 5.242 -0.378
106 C -0.810 3.474 0.375
107 N -0.975 2.203 0.444
108 N -1.844 4.409 0.326
109 C -1.829 5.543 1.228
110 C -3.178 3.959 0.000
111 H 2.437 3.499 0.037
112 H 1.341 2.127 0.357
113 H 1.829 3.231 1.683
114 H 1.404 5.050 -1.211
115 H 1.188 5.980 0.281
116 H -0.199 5.653 -0.783
117 H -1.932 1.908 0.600
118 H -0.837 5.687 1.646
119 H -2.532 5.388 2.056
120 H -2.128 6.449 0.694
121 H -3.714 3.542 0.865
122 H -3.130 3.212 -0.787
123 H -3.740 4.821 -0.367

Mulliken population analysis, charges in e, atoms 1 to 8: 2.547, -0.328, -0.595, -0.740, -0.386, 0.214, -0.039, 0.426

---

Entry 2:
Below is an isolated ion of composition C4H7N2 and charge +1 in a non-equilibrium geometry, with properties calculated with wB97M-V/def2-TZVPD.

Its HOMO-LUMO gap is 9.38 eV. As for the energy above the lowest of the compared OMol25 structures with the same formula, charge and spin: 5.393 eV. Its LUMO energy is -3.4 eV. For the total energy, the calculation gives -265.710297 Eh. Its charge is +1. The HOMO energy is -12.79 eV.

Atoms and positions in Å:
1 C 2.813 0.538 0.092
2 C -0.981 0.947 0.057
3 C -1.690 -0.365 -0.378
4 C 0.779 -0.726 -0.326
5 N 1.881 -0.156 -0.056
6 N -0.388 -0.344 0.401
7 H 3.708 0.507 0.666
8 H -0.431 1.664 -0.406
9 H -1.584 1.408 0.855
10 H -2.662 -0.553 0.187
11 H -1.596 -0.809 -1.388
12 H 0.624 -1.395 -1.090
13 H -0.473 -0.716 1.386

natural (NBO) population analysis, charges in e, atoms 1 to 8: 0.176, -0.212, -0.207, -0.070, -0.252, -0.368, 0.242, 0.251

---

Entry 3:
Below is C28H26MnN4O6S2Se2 as an isolated structure in a non-equilibrium geometry, with properties calculated with wB97M-V/def2-TZVPD.

Its HOMO-LUMO gap (alpha / beta) is 4.91 / 4.79 eV. As for the energy above the lowest of the compared OMol25 structures with the same formula, charge and spin: 3.678 eV. Its LUMO energy (alpha / beta) is 3.9 / 3.8 eV. For the total energy, the calculation gives -8503.268366 Eh. Its charge is -2. The HOMO energy (alpha / beta) is -0.99 / -1.00 eV. The expectation value of S² is 8.8737. The spin multiplicity is 6.

Atoms and positions in Å:
1 Mn 0.536 0.242 -1.135
2 O 4.912 1.434 -0.851
3 C 3.825 0.972 -1.046
4 O 3.146 0.002 -0.803
5 C 2.745 2.148 -1.986
6 O 3.322 3.153 -2.286
7 O 1.651 1.641 -2.067
8 Se -1.573 -1.555 -3.582
9 Se 2.460 -0.872 -3.911
10 C 2.172 -2.139 -2.598
11 C 2.903 -3.342 -2.641
12 C 2.652 -4.334 -1.732
13 C 1.647 -4.121 -0.789
14 C 1.000 -2.904 -0.784
15 N 1.253 -1.915 -1.646
16 C -1.182 0.247 -3.764
17 C -1.185 0.831 -5.040
18 C -1.083 2.194 -5.158
19 C -1.052 2.973 -4.001
20 C -1.015 2.319 -2.788
21 N -1.029 0.992 -2.661
22 H 3.652 -3.457 -3.411
23 H 3.195 -5.273 -1.760
24 H 1.382 -4.882 -0.067
25 H 0.216 -2.703 -0.065
26 H -1.254 0.183 -5.901
27 H -1.050 2.663 -6.133
28 H -1.036 4.053 -4.047
29 H -0.993 2.877 -1.860
30 O 0.267 2.368 4.263
31 C -0.329 3.317 3.510
32 C -0.797 4.491 4.095
33 C -1.432 5.465 3.345
34 C -1.619 5.272 1.988
35 C -1.143 4.116 1.397
36 C -0.484 3.130 2.128
37 C 0.082 1.981 1.369
38 O -0.095 1.978 0.119
39 N 0.792 1.092 2.033
40 N 1.389 0.176 1.215
41 C 2.189 -0.616 1.801
42 S 3.312 -1.684 1.015
43 C 3.349 -2.825 2.463
44 C 3.484 -1.976 3.706
45 S 2.273 -0.595 3.592
46 H 0.322 2.673 5.178
47 H -0.655 4.636 5.162
48 H -1.781 6.370 3.825
49 H -2.125 6.021 1.393
50 H -1.263 3.955 0.336
51 H 4.199 -3.493 2.325
52 H 2.427 -3.407 2.473
53 H 4.486 -1.549 3.779
54 H 3.258 -2.534 4.616
55 C -2.864 -3.327 0.906
56 C -3.194 -1.901 0.444
57 C -4.156 -1.958 -0.747
58 C -3.811 -1.097 1.597
59 C -1.968 -1.226 0.016
60 C -0.959 -0.669 -0.374
61 H -3.769 -3.842 1.233
62 H -2.155 -3.304 1.732
63 H -2.421 -3.884 0.083
64 H -5.063 -2.508 -0.489
65 H -3.668 -2.441 -1.591
66 H -4.425 -0.951 -1.057
67 H -4.739 -1.556 1.944
68 H -4.021 -0.083 1.263
69 H -3.111 -1.040 2.429

natural (NBO) population analysis, charges in e, atoms 1 to 8: 1.430, -0.561, 0.806, -0.632, 0.825, -0.538, -0.702, -0.392

---

Question: What is the formula in the first record?
Answer: C42H71N6OPtSiTe